# 1
ORCA calculation (ωB97M-V/def2-TZVPD) on a structure of composition C10H28ClO6Sr.

Last column: Löwdin charge in e.
Geometry (Å):
H: -0.5213 -0.6604 4.3681  0.09
C: -1.8446 -3.4112 0.5905  -0.49
O: -0.5891 -3.8096 -0.0273  -0.12
H: 4.3785 2.5659 1.0601  0.12
O: -1.8407 2.2221 -3.2722  -0.05
H: -2.6234 2.0415 -2.7466  0.09
C: -0.4502 0.7870 2.7544  -0.47
O: 1.8955 3.9501 -0.6239  -0.06
H: 3.6609 4.6310 0.3029  0.12
H: -2.7162 -2.3561 -1.0729  0.08
C: 3.4164 2.5218 0.5465  -0.24
H: -3.8965 -3.2260 -0.1503  0.09
H: -2.1363 1.0606 1.4337  0.09
O: 1.4102 0.5882 -3.3878  -0.10
H: -2.5163 -5.3866 1.1282  0.09
Cl: 1.3967 -1.1034 -0.6127  -0.08
C: -2.1838 -4.4688 1.6160  -0.05
H: -2.9504 -4.1019 2.2977  0.09
H: -1.8472 -0.7914 3.2452  0.09
H: -0.8336 0.3193 0.5944  0.03
C: -0.7826 -0.5534 3.3144  -0.06
H: 3.9066 3.6889 -1.1445  0.12
H: -2.7842 -4.1393 -1.1697  0.09
H: -0.2396 -3.0107 -0.4386  -0.03
H: -1.0482 0.6163 -2.2122  0.10
H: -1.6832 -2.4682 1.1139  0.11
H: 1.8475 4.4659 -1.4328  0.08
O: 3.4395 1.3631 -0.2824  -0.12
H: -0.6795 1.6423 3.3856  0.14
C: -2.8631 -3.2798 -0.5062  -0.05
H: 0.6965 2.4792 -2.7470  0.11
Sr: 3.4487 -2.9485 -1.0785  1.57
H: -0.7418 2.0037 0.9956  0.09
H: 1.3304 0.2681 2.0277  0.03
H: -0.2194 -1.3139 2.7660  0.07
H: 2.6314 2.4274 1.3011  0.11
C: 3.2599 3.7782 -0.2636  -0.25
H: 1.2839 0.1144 -2.5587  -0.07
C: -1.0377 1.0342 1.4017  -0.08
H: 0.4548 2.0639 -4.4202  0.13
C: 0.4608 1.6415 -3.4103  -0.24
C: -0.9492 1.1269 -3.1838  -0.26
H: -1.3012 -4.7095 2.2095  0.08
O: 1.0004 0.9188 2.6559  -0.08
H: -1.1829 0.3783 -3.9518  0.12
H: 2.5432 1.0403 -0.4154  -0.03

Cartesian forces (eV/Å) of the 2 atoms listed first:
0.163 0.154 -0.045
0.441 -0.479 0.112

Properties
* energy above the lowest of the compared OMol25 structures with the same formula, charge and spin: 146.1 kJ/mol
* HOMO energy: -0.44249 hartree
* total charge: +1
* E_tot: -36460.5825 eV
* multiplicity: 1

# 2
ORCA calculation (ωB97M-V/def2-TZVPD) on a structure of composition C10H28CuN2O7P.

Last column: Löwdin charge in e.
Geometry (Å):
H: 3.6458 -2.5349 -1.3878  0.06
H: -1.3393 2.7352 -0.8297  0.09
O: -3.7518 -1.9639 -2.1525  -0.26
H: 1.2450 -2.5311 -1.4954  0.08
Cu: -0.5415 0.0238 -1.0340  0.33
C: 1.7598 -2.0592 -2.3323  -0.31
H: -0.2645 2.8017 -1.9196  0.10
C: 0.1202 4.4641 0.1233  -0.16
H: 0.5439 4.9559 0.9989  0.11
C: 3.1852 -1.6645 -1.8552  -0.08
C: 0.2862 2.9065 0.1445  -0.40
H: 0.1233 -1.2050 -2.9292  -0.04
H: -1.2879 -2.7955 -0.3251  0.09
H: -2.2601 -4.1232 4.4462  0.08
H: -2.0392 -2.7638 2.7044  0.12
H: -0.3037 2.4768 0.9540  0.14
H: 0.5569 -3.0731 0.9387  0.13
H: 1.0587 -0.7305 1.3936  0.06
C: 0.3209 6.4063 -1.2601  -0.13
H: 0.8356 6.7674 -2.1505  0.09
H: -1.9452 -1.6860 0.6944  0.08
H: -0.7358 6.6015 -1.4426  0.08
C: -1.1615 -3.2994 2.3425  -0.20
H: 3.7879 -1.2714 -2.6740  0.06
O: -0.3868 -3.6652 3.4790  -0.20
C: -1.2132 -4.4210 4.3875  -0.11
O: -3.4634 -0.0037 -3.6851  -0.30
O: 1.0368 -0.9270 -2.8301  -0.12
H: 3.1037 -0.8729 -1.1103  0.05
H: -1.4974 -4.2118 1.8498  0.12
N: -0.4034 2.3979 -1.0043  0.04
O: 0.6587 5.0432 -1.1122  -0.19
H: 1.0267 -1.7071 2.8639  0.07
H: 2.1966 2.7609 -0.8675  0.08
H: 2.3350 2.8013 0.9005  0.07
O: -2.8117 0.1717 -1.1539  -0.42
C: 0.4133 -1.3068 2.0566  -0.07
O: -1.4197 -1.2104 -2.8450  -0.39
H: 0.6073 6.9549 -0.3629  0.08
H: -0.9548 4.5998 0.2413  0.11
H: -1.1702 -5.4683 4.0887  0.08
H: 1.7619 -2.8617 -3.0699  0.10
H: -0.8035 -4.4951 5.3948  0.08
C: -0.2638 -2.4873 1.3527  -0.38
C: 1.7517 2.4140 0.0651  -0.05
H: -0.2562 -0.5997 2.5464  0.08
H: 1.8477 1.3285 0.0897  0.05
P: -2.8368 -0.7020 -2.4521  -0.02
N: -1.0973 -1.9701 0.2249  0.07

Cartesian forces (eV/Å) of the 2 atoms listed first:
0.227 0.024 -0.103
-0.918 -0.905 -0.274

Properties
* energy above the lowest of the compared OMol25 structures with the same formula, charge and spin: 0.0 kJ/mol
* expectation value of S²: 0.764
* HOMO energy (spin up / spin down): -0.14913 / -0.14609 hartree
* total charge: -1
* E_tot: -82066.7110 eV
* multiplicity: 2

# 3
ORCA calculation (ωB97M-V/def2-TZVPD) on a structure of composition C10H28NiOP2.

Last column: Löwdin charge in e.
Geometry (Å):
P: 1.1144 -0.4526 0.4741  0.85
H: -2.5766 -0.7400 -2.7743  0.03
H: -1.6497 0.6298 -3.4088  0.03
H: 2.4788 1.7918 -1.2279  0.05
C: 1.1144 -2.2697 0.8054  -0.39
H: 2.2079 -2.6306 2.6372  0.05
O: -2.1769 -1.3606 1.6614  0.05
H: -3.4339 0.6520 -3.5088  0.04
H: 0.1024 -2.0499 -2.2773  0.05
H: -4.1159 0.9897 0.6228  0.05
H: 3.5113 -0.6059 0.4209  0.06
H: -5.0398 1.0843 -0.8977  0.05
C: 2.7728 -0.1201 -0.2335  -0.40
H: 2.7737 -0.6526 -1.1986  0.08
C: 1.1359 0.2837 2.1716  -0.37
H: -3.7022 3.2156 -2.1216  0.05
H: 3.2555 -2.5921 1.1893  0.06
C: 2.2760 -2.8839 1.5766  -0.15
H: 2.2173 -3.9782 1.5089  0.07
C: -4.1438 0.6596 -0.4233  -0.25
C: 3.1158 1.3514 -0.4559  -0.16
P: -2.6407 1.2023 -1.2837  0.69
H: 1.0506 -2.7259 -0.1936  0.06
H: 3.0231 1.9440 0.4612  0.06
H: 2.2930 0.7121 3.9409  0.07
H: -1.9136 3.2396 -2.3183  0.05
C: 2.3486 0.0467 3.0691  -0.15
H: 2.3595 -0.9651 3.4825  0.04
C: -2.5732 0.3520 -2.8890  -0.28
H: -1.6104 1.4093 -0.1774  -0.04
C: -1.7564 -0.9281 0.6632  -0.24
H: 0.9851 1.3662 2.0326  0.07
H: -0.5675 -1.6927 -2.3278  0.02
H: 3.3151 0.2304 2.5868  0.07
H: 4.1494 1.4266 -0.8219  0.07
Ni: -0.7852 0.0515 -0.4791  -0.30
H: -4.2150 -0.4376 -0.4229  0.05
C: -2.7428 2.9773 -1.6461  -0.24
H: 0.2414 -0.1067 2.6734  0.07
H: 0.2667 0.5244 -1.5004  -0.04
H: -2.6363 3.5395 -0.7113  0.04
H: 0.1713 -2.4872 1.3213  0.06

Cartesian forces (eV/Å) of the 2 atoms listed first:
-0.082 -0.659 1.169
-0.085 0.394 0.197

Properties
* energy above the lowest of the compared OMol25 structures with the same formula, charge and spin: 0.0 kJ/mol
* expectation value of S²: 2.010
* HOMO energy (spin up / spin down): -0.13785 / -0.29318 hartree
* E_tot: -72487.3300 eV
* multiplicity: 3

# 4
ORCA calculation (ωB97M-V/def2-TZVPD) on a structure of composition C10H29FHfNO7.

Last column: Löwdin charge in e.
Geometry (Å):
H: 4.6058 2.1235 -2.7726  0.11
H: 0.7811 5.1317 -0.1758  0.13
N: 3.5549 4.1854 -6.1822  0.00
C: 5.4543 2.0892 -9.0469  -0.06
H: 3.1565 9.2224 -4.9406  0.15
H: 3.0200 3.9436 -3.2641  0.05
C: 1.3011 3.2709 -2.7974  -0.16
H: 2.0355 1.1519 -5.9507  0.11
O: 5.5433 5.8012 -1.6787  -0.05
H: 4.5478 1.1140 -7.0675  0.15
C: 3.5018 2.7587 -6.0135  -0.40
O: 2.1250 4.1132 -3.5673  -0.16
O: 2.5491 8.5142 -4.7145  -0.12
H: 3.6658 4.1228 -7.1841  0.10
C: 4.5228 2.1986 -6.9621  -0.20
H: 7.2818 4.7921 -1.6515  0.14
H: 1.2388 2.6194 -5.8575  0.06
H: 5.5061 2.4292 -6.5522  0.14
O: 1.0202 6.6780 -3.2204  -0.16
H: 5.3904 3.1952 -0.7203  0.14
H: 3.8164 2.3969 -5.0346  0.14
H: 6.4447 2.5812 -1.9457  0.14
C: 2.2314 8.8592 -3.3786  -0.17
H: 5.4630 0.9994 -9.0277  0.11
Hf: 2.1316 6.1023 -5.3754  2.45
H: 1.5248 2.2223 -2.9937  0.14
H: 1.9403 2.0863 -7.4106  0.10
C: 6.3191 4.6798 -2.1502  -0.19
H: 0.0643 8.5388 -3.2601  0.14
C: 5.7058 3.3584 -1.7508  -0.23
H: 0.2738 3.4702 -3.1023  0.14
C: 0.9692 8.1044 -2.8352  -0.08
H: 6.3560 2.4701 -8.5674  0.10
H: 6.5217 4.7041 -3.2209  0.12
H: 4.4874 4.5045 -5.9612  0.11
H: 0.7203 2.9330 -0.6723  0.15
H: 5.3761 2.3474 -10.1030  0.11
O: 4.3816 2.6338 -8.3182  -0.19
C: 1.3243 3.6079 -1.2788  -0.19
H: 4.9451 6.0865 -2.3732  0.01
H: 2.3199 3.5725 -0.8363  0.13
O: 4.5803 3.0409 -2.4908  -0.09
H: 2.0758 9.9232 -3.1998  0.16
H: 0.8219 8.2017 -1.7596  0.16
C: 2.1078 2.1687 -6.3367  -0.01
O: 0.9004 4.9115 -1.1025  -0.05
H: 0.6525 6.1463 -2.5107  0.07
F: 4.0483 6.2000 -3.9720  -0.37
H: 3.0867 8.7250 -2.7163  0.15

Cartesian forces (eV/Å) of the 2 atoms listed first:
0.120 -0.094 0.219
-0.022 -0.087 0.225

Properties
* energy above the lowest of the compared OMol25 structures with the same formula, charge and spin: 342.2 kJ/mol
* HOMO energy: -0.65031 hartree
* total charge: +3
* E_tot: -30653.3186 eV
* multiplicity: 1

# 5
ORCA calculation (ωB97M-V/def2-TZVPD) on a cluster of 2 separate species, C10H29N9OP in total.

Last column: Löwdin charge in e.
Geometry (Å):
C: 3.6016 -1.3547 -2.6700  -0.14
C: 3.0549 2.6306 -2.4224  -0.09
N: 0.1284 0.5265 -2.3231  -0.30
C: 2.5806 -0.0074 -4.3183  -0.13
H: 2.5487 2.9479 -3.3372  0.08
H: -0.8825 -0.4487 -0.7670  0.06
H: -1.9194 0.4706 -1.8486  0.08
C: -1.3084 0.2145 2.8584  -0.33
H: -0.9491 1.3194 -0.6425  0.05
H: 3.3927 3.5294 -1.9039  0.08
H: 4.5247 -1.3525 -3.2521  0.08
N: -3.7420 -3.1305 3.5719  -0.11
C: -0.1942 1.2965 -3.5087  -0.11
H: -2.8569 -3.7330 5.3667  0.08
H: 3.0057 -2.2210 -2.9757  0.09
N: -2.6471 2.1329 3.3989  0.07
H: -0.6743 2.1389 2.8021  0.15
H: 0.3364 0.9391 -4.3831  0.05
H: -4.4021 -2.4641 3.1981  0.11
N: -0.1761 -0.4062 2.4823  0.16
C: 1.3901 2.6983 -0.6257  -0.12
H: 0.1708 -2.4497 2.1750  0.20
H: 2.3264 1.0037 -4.6334  0.06
H: -3.4243 1.6988 2.9173  0.09
H: -2.7791 -3.3798 1.7737  0.14
H: -4.5312 -3.1662 5.4903  0.08
H: -1.8718 -3.9705 3.1366  0.13
H: 0.7202 -0.0073 2.2530  0.18
H: -1.2515 1.1682 -3.7417  0.08
H: 3.9450 2.0639 -2.6718  0.08
N: 2.1544 1.8762 -1.5584  -0.31
C: -2.5280 -3.1579 2.8178  -0.16
H: 3.8697 -1.4809 -1.6252  0.07
O: 1.4878 -1.0799 -1.0887  -0.32
H: 1.7745 -0.6918 -4.6084  0.09
N: -2.2972 -0.6679 3.0629  0.22
N: -1.4503 1.5309 3.0047  0.00
H: -2.7539 2.0238 4.4007  0.10
N: 2.8993 -0.0860 -2.8975  -0.31
H: 1.1186 2.1281 0.2670  0.06
C: -3.5693 -2.9886 5.0135  -0.11
C: -1.7704 -1.8538 2.7777  -0.24
P: 1.7222 0.2655 -1.6989  0.64
H: 1.9802 3.5500 -0.2891  0.08
C: -0.9507 0.4739 -1.3489  -0.15
N: -0.4921 -1.7350 2.4363  0.15
H: -0.0134 2.3786 -3.4140  0.08
H: -3.2369 -1.9896 5.3207  0.07
H: 3.4674 -0.2738 -4.8951  0.09
H: 0.4721 3.0905 -1.0760  0.08

Cartesian forces (eV/Å) of the 2 atoms listed first:
0.096 -0.131 0.135
0.488 0.015 0.080

Properties
* HOMO energy: -0.39072 hartree
* total charge: +1
* E_tot: -35579.9957 eV
* multiplicity: 1